Entry 1:
Formula: C5H12N3O2
Source: the Open Molecules 2025 dataset
Level of theory: wB97M-V/def2-TZVPD

ORCA input file:
```
! wB97M-V def2-TZVPD RIJCOSX def2/J DEFGRID3
* xyz 1 1
H -2.86322 -1.94728 -0.05172
N -1.77669 -1.95005 -0.05458
N -1.29463 -0.86707 -0.07826
O -2.09567 0.33832 -0.03677
N -3.44096 0.03858 0.00241
C 0.09952 -0.60929 -0.21568
C 0.90406 -1.90113 -0.51422
O 1.86127 -2.08444 0.51454
C 0.74859 0.63222 0.06252
C 0.03107 1.83205 0.42379
C 2.18098 0.64345 0.01230
H -3.92343 0.13123 0.88970
H -3.92157 0.60373 -0.72768
H 0.11330 -2.65960 -0.59634
H 1.59147 -1.89854 -1.35082
H 2.75134 -2.27883 0.14841
H 0.82458 2.61686 0.51108
H -0.47399 1.50796 1.38710
H -0.66054 2.23783 -0.30905
H 2.56078 0.28847 -0.90162
H 2.69695 -0.26373 0.54419
H 2.85548 1.59042 0.28246
*
```

Summary:
Energy relative to the best compared isomer or geometry (same formula, charge and spin) in eV: 6.533
Orbital gap (alpha / beta) in Ha: 0.314 / 0.314
E in Ha: -511.975914
Largest force on an atom in eV/Å: 4.93

=====

Entry 2:
Formula: C60H56N10Pt
Source: the Open Molecules 2025 dataset
Level of theory: wB97M-V/def2-TZVPD

ORCA input file:
```
! wB97M-V def2-TZVPD RIJCOSX def2/J DEFGRID3
* xyz 2 1
Pt -0.30930 -0.70689 -0.16258
C 0.44655 -8.22913 -1.14260
C 0.23617 -7.32739 -2.17680
C 0.07760 -5.97795 -1.90042
C 0.15758 -5.52013 -0.58755
C 0.36011 -6.42763 0.44847
C 0.49666 -7.77960 0.16975
C 0.01214 -4.06336 -0.32927
C 1.12149 -3.36021 0.11087
C 2.36811 -3.93340 0.49679
C 3.15125 -2.90563 0.92674
C 2.40349 -1.70180 0.76358
N 1.17855 -1.98964 0.28699
C 3.04512 -0.38056 0.88951
C 2.47875 0.77653 0.53398
C 3.09378 2.06029 0.03132
C 1.80562 3.51350 -1.15807
C 0.46775 2.81091 -1.20130
C -0.82690 3.07662 -1.05967
C -1.25499 4.49988 -1.27208
C -0.98194 5.50043 -0.34688
C -1.31068 6.82250 -0.62266
C -1.90030 7.15419 -1.83255
C -2.18154 6.15855 -2.75974
C -1.86417 4.83750 -2.48040
C -1.88979 2.07198 -0.78732
N -1.84171 0.74090 -0.52877
C -3.16099 0.36608 -0.24021
C -3.67229 -0.90450 -0.08245
C -5.10084 -1.01899 0.31823
C -6.04241 -1.64128 -0.50029
C -7.36070 -1.75572 -0.08759
C -7.75159 -1.26377 1.15051
C -6.82533 -0.62608 1.96298
C -5.50902 -0.49611 1.54534
C -2.95681 -2.12607 -0.28306
C -3.51330 -3.43532 -0.35809
C -2.47148 -4.30044 -0.52244
C -1.28292 -3.52177 -0.48841
N -1.61176 -2.20229 -0.37825
C -4.01617 1.51150 -0.30874
C -3.22936 2.55668 -0.65245
N 1.07152 0.84032 0.16473
C 4.46943 -0.37797 1.33983
C 5.50797 -0.14762 0.44262
C 6.82285 -0.11728 0.88762
C 7.10683 -0.31712 2.23179
C 6.07536 -0.56922 3.12577
C 4.76148 -0.60291 2.68143
H 0.56682 -9.28237 -1.35818
H 0.19589 -7.67457 -3.20052
H -0.10335 -5.27181 -2.70278
H 0.38731 -6.07550 1.47333
H 0.64421 -8.48202 0.97937
H 2.61480 -4.98088 0.44569
H 4.16322 -2.96052 1.29360
H 4.17183 2.07980 0.14163
H 1.96326 4.43004 -1.71944
H -0.52492 5.24074 0.59991
H -1.10897 7.59288 0.11065
H -2.14798 8.18489 -2.05061
H -2.64926 6.41072 -3.70297
H -2.08874 4.05857 -3.20105
H -5.74719 -2.00188 -1.47820
H -8.08582 -2.22780 -0.73779
H -8.77811 -1.36761 1.47595
H -7.12787 -0.22404 2.92140
H -4.78915 0.01548 2.17298
H -4.55970 -3.67707 -0.28908
H -2.50760 -5.37365 -0.61766
H -5.08169 1.50425 -0.15479
H -3.52336 3.58054 -0.81495
H 5.28708 -0.01434 -0.61073
H 7.62406 0.05582 0.18115
H 8.13128 -0.28511 2.57790
H 6.29634 -0.74526 4.17078
H 3.95788 -0.80904 3.38101
C 2.76776 1.35730 -4.89795
N 1.54347 1.60125 -4.14462
C 0.79599 2.82719 -4.38931
C 0.95902 0.53208 -3.44573
N 0.72744 0.49627 -2.17668
C 1.12400 1.47683 -1.26411
C 2.51812 2.14288 -1.39711
C 2.44260 3.47706 0.30729
C 1.47449 3.70674 1.38229
C 0.57811 2.82018 1.81352
C 0.49013 1.43285 1.42299
N 0.00112 0.53465 2.18539
C -0.13124 0.58568 3.53463
N 0.53677 1.43292 4.37404
C 1.96755 1.67613 4.24860
C -0.16408 2.22400 5.38030
N -0.93870 -0.32162 4.05448
C -1.82372 -1.10408 3.18345
C -0.91622 -0.68035 5.47260
N 0.67255 -0.58269 -4.15999
C 0.30993 -1.81350 -3.47686
C 0.40958 -0.56348 -5.59292
H 2.97552 2.22351 -5.52195
H 2.71782 0.48500 -5.54919
H 3.61997 1.21340 -4.22514
H 1.48829 3.61865 -4.67174
H 0.26337 3.15052 -3.49792
H 0.05787 2.71734 -5.19375
H 3.12608 1.88530 -2.25440
H 3.23743 4.21684 0.35887
H 1.46314 4.69703 1.82800
H -0.10526 3.11141 2.60061
H 2.37918 1.13129 3.40044
H 2.47252 1.33153 5.15412
H 2.17907 2.73960 4.12497
H -1.22909 2.01005 5.36264
H -0.02465 3.28493 5.15815
H 0.22050 2.03479 6.38449
H -1.31672 -1.32964 2.24767
H -2.74058 -0.55856 2.96092
H -2.08281 -2.02786 3.69243
H 0.03735 -0.41065 5.91327
H -1.04793 -1.75651 5.55119
H -1.72045 -0.19900 6.02860
H 0.90960 -1.92609 -2.57501
H 0.50844 -2.65071 -4.14618
H -0.74776 -1.82058 -3.19598
H 0.39505 0.45190 -5.97293
H -0.56784 -1.01082 -5.78209
H 1.15708 -1.14181 -6.13918
*
```

Summary:
Energy relative to the best compared isomer or geometry (same formula, charge and spin) in eV: 0.915
Orbital gap in Ha: 0.196
E in Ha: -2986.286395
Largest force on an atom in eV/Å: 0.92

=====

Entry 3:
Formula: C4H9N2
Source: the Open Molecules 2025 dataset
Level of theory: wB97M-V/def2-TZVPD

ORCA input file:
```
! wB97M-V def2-TZVPD RIJCOSX def2/J DEFGRID3
* xyz 1 1
C -1.15259 0.92400 -0.47595
C -0.37078 -1.72319 0.67300
C 0.57974 -0.65615 0.30260
C 1.37147 0.34652 0.84841
N -0.94963 1.78760 -1.39559
N 0.42008 -1.64730 -0.53332
H -2.07152 0.93157 0.06293
H -0.22926 -2.45029 1.46700
H -1.44487 -1.56367 0.51394
H 2.33655 0.51993 0.44024
H 1.51242 0.23193 1.91728
H 0.79175 1.27371 0.81958
H -1.74611 2.34368 -1.83114
H 1.00829 -2.33538 -0.99630
H -0.05554 2.01705 -1.81267
*
```

Summary:
Energy relative to the best compared isomer or geometry (same formula, charge and spin) in eV: 5.392
Orbital gap in Ha: 0.324
E in Ha: -266.901122
Largest force on an atom in eV/Å: 4.02

=====

Entry 4:
Formula: C5H13N3O2
Source: the Open Molecules 2025 dataset
Level of theory: wB97M-V/def2-TZVPD

ORCA input file:
```
! wB97M-V def2-TZVPD RIJCOSX def2/J DEFGRID3
* xyz 0 1
H -1.06337 2.38998 0.74522
N -0.39533 2.08651 0.05628
C -0.62449 0.95564 -0.47527
N -1.69137 0.12473 -0.08871
N 0.24731 0.36675 -1.36844
C 1.31981 1.20873 -1.93899
C 2.54548 0.36821 -2.19854
H -1.77922 -0.70404 -0.65587
H -2.49271 0.68794 0.13329
H -0.21593 -0.17940 -2.08329
H 1.52109 1.92593 -1.17103
H 0.96040 1.74130 -2.81495
H 3.06017 0.03443 -1.29447
H 3.25459 0.86130 -2.85898
H 2.27873 -0.58931 -2.67117
C -1.63632 -1.92152 2.52424
C -0.54522 -0.90036 2.52064
O -0.48352 0.18804 3.00206
O 0.53366 -1.44013 1.90118
H -2.46061 -1.66608 3.19313
H -1.25109 -2.93109 2.66638
H -2.05732 -1.84172 1.51779
H 0.97529 -0.76583 1.35953
*
```

Summary:
Energy relative to the best compared isomer or geometry (same formula, charge and spin) in eV: 0.493
Orbital gap in Ha: 0.358
E in Ha: -513.077200
Largest force on an atom in eV/Å: 1.23

=====

Entry 5:
Formula: C13H8BrNO3
Source: the Open Molecules 2025 dataset
Level of theory: wB97M-V/def2-TZVPD

ORCA input file:
```
! wB97M-V def2-TZVPD RIJCOSX def2/J DEFGRID3
* xyz 0 1
O 0.77235 3.94713 -1.33786
C 0.28952 2.95702 -0.85441
C -1.24897 2.65164 -0.92244
C -1.61428 1.34785 -1.04664
C -3.12439 0.97029 -1.07325
C -3.41160 -0.54632 -0.83713
O -3.17300 -1.14712 0.15101
Br -4.29999 -1.53046 -2.32612
C -0.45200 0.30720 -1.14700
O -0.47792 -0.62020 -1.91628
C 0.76251 0.58305 -0.21982
C 1.52471 -0.50058 0.54483
C 1.00614 -1.84921 0.64520
C 1.65211 -2.94927 1.35751
C 2.91024 -2.53167 2.01297
C 3.28450 -1.13919 1.85125
N 2.68553 -0.15019 1.16113
C 1.12643 1.89088 -0.07181
H -1.99236 3.48178 -0.86702
H -3.61170 1.27277 -2.03047
H -3.60511 1.52321 -0.21761
H 0.04850 -2.07098 0.11272
H 1.23698 -3.97284 1.42875
H 3.51915 -3.24543 2.61102
H 4.22363 -0.83976 2.38663
H 1.96901 2.16042 0.60483
*
```

Summary:
Energy relative to the best compared isomer or geometry (same formula, charge and spin) in eV: 1.804
Orbital gap in Ha: 0.298
E in Ha: -3354.598398
Largest force on an atom in eV/Å: 4.05

=====

Q: Which value of largest force on an atom does entry 4 give?
A: 1.23 eV/Å

=====

Q: E of number 4 (C5H13N3O2)?
A: -513.077200 Ha